ORCA calculation (the ωB97M-V functional and the def2-TZVPD basis) on a molecular structure, C28H24BiNO2S4Se2 in a non-equilibrium geometry.

For the total energy, the calculation gives -7896.913893 a.u. As for the net charge: -2. The LUMO energy is 3.2 eV.

Element x y z (Å)
Bi: -1.3333 -0.3323 -0.4090
S: -3.0123 1.7485 0.8690
C: -3.6760 0.8189 2.1766
C: -4.9220 1.3405 2.7028
C: -5.4824 0.8000 3.8499
C: -4.8598 -0.3417 4.4702
C: -3.7820 -0.9502 3.8783
C: -3.1072 -0.3931 2.7645
S: -1.7020 -1.2320 2.2059
H: -5.4095 2.1175 2.1246
H: -6.3701 1.3037 4.2715
H: -5.2722 -0.8142 5.3830
H: -3.3892 -1.8519 4.3083
C: 5.8038 1.7259 4.9268
C: 4.6636 1.7180 3.9164
C: 3.4439 1.1799 4.2877
C: 2.3436 1.2352 3.4529
C: 1.0506 0.6611 3.8998
C: 2.4986 1.8371 2.1950
Se: 0.9062 2.2673 1.2076
C: 3.7362 2.2720 1.7661
C: 3.8901 2.7511 0.3555
C: 4.7782 2.2868 2.6645
H: 5.6340 1.0433 5.7644
H: 5.9758 2.7784 5.3276
H: 6.7596 1.4568 4.4112
H: 3.3511 0.7450 5.2839
H: 1.2564 0.0173 4.7701
H: 0.5695 0.0456 3.1029
H: 0.2819 1.4181 4.1665
H: 3.8407 1.9364 -0.3787
H: 4.9237 3.1889 0.2044
H: 3.1083 3.4600 0.0598
H: 5.7289 2.7448 2.3448
O: -1.0915 0.2117 -4.7506
S: -2.4127 0.1116 -4.2152
O: -3.2640 1.2832 -4.2743
N: -2.3378 -0.4293 -2.6379
C: -3.0433 -1.5481 -2.4917
S: -3.2220 -2.2582 -0.9628
C: -3.6261 -2.0993 -3.6917
C: -4.2952 -3.3210 -3.9398
C: -4.4194 -3.7511 -5.2505
C: -4.0005 -2.9700 -6.3343
C: -3.4019 -1.7240 -6.0870
C: -3.2905 -1.3060 -4.7747
H: -4.6315 -3.9024 -3.0574
H: -4.8506 -4.7218 -5.5031
H: -4.0650 -3.3923 -7.3338
H: -3.0577 -1.0216 -6.8558
Se: 0.5303 -2.4073 -0.8654
C: 1.7564 -1.3588 -1.8615
C: 3.0193 -1.1350 -1.2815
C: 4.0469 -0.5115 -1.9878
C: 3.7920 0.0213 -3.2729
C: 2.4952 -0.0462 -3.8034
C: 1.4896 -0.7663 -3.1243
H: 3.2238 -1.4443 -0.2422
H: 5.0324 -0.5078 -1.5384
H: 4.6150 0.4943 -3.8105
H: 2.2821 0.3865 -4.7788
H: 0.5000 -0.8691 -3.5980

***

ORCA calculation (the ωB97M-V functional and the def2-TZVPD basis) on a molecular structure, C15H27ClHfN2O6 in a non-equilibrium geometry.

For the total energy, the calculation gives -1655.205561 a.u. As for the net charge: +3. Its multiplicity is 2. The LUMO energy (spin up / spin down) is -13.0 / -13.0 eV.

Element x y z (Å)
C: 0.6054 -3.1176 1.3504
C: -0.5991 -2.9994 2.2741
C: -1.2922 -1.5617 2.1430
N: -2.3225 -1.2226 3.3081
C: -3.3282 -0.1666 2.7272
C: -3.0721 -2.4373 3.8849
C: -3.6851 -1.9919 5.2262
C: -2.6996 -0.9320 5.7333
C: -1.6843 -0.7341 4.6273
H: 1.3976 -2.4473 1.6840
H: 0.2727 -2.8092 0.3593
H: 0.9395 -4.1546 1.3182
H: -0.2583 -3.1502 3.2985
H: -1.3807 -3.7490 2.1501
H: -1.8336 -1.4017 1.2106
H: -0.5057 -0.8131 2.2389
H: -2.7124 0.6659 2.3870
H: -4.0234 0.0691 3.5330
H: -3.7617 -0.6575 1.8559
H: -3.6994 -2.8697 3.1053
H: -2.3615 -3.2198 4.1511
H: -4.7167 -1.6697 5.0845
H: -3.7060 -2.8262 5.9274
H: -3.1995 0.0247 5.8849
H: -2.2471 -1.2060 6.6863
H: -1.3391 0.2844 4.4495
H: -0.8435 -1.3936 4.8422
Hf: -2.4954 5.3344 -0.4529
Cl: -0.7461 1.7327 -1.3261
O: -1.4207 2.9814 -1.0174
O: -1.0840 1.2754 -2.6292
O: 0.6290 2.1248 -1.1996
O: -1.0806 0.7822 -0.3387
C: 3.3817 3.6258 -2.8225
N: 4.5768 3.4137 -2.0277
O: 4.5219 3.3317 -0.8115
O: 5.6361 3.3749 -2.5869
H: 3.5908 4.4549 -3.4985
H: 2.5479 3.6826 -2.1226
H: 3.2563 2.7231 -3.4204
C: 1.4073 1.3284 -5.3549
C: 1.8532 0.3822 -4.4764
C: 3.1599 -0.1897 -4.6122
C: 3.8439 0.0634 -5.7898
C: 3.2941 0.9400 -6.7104
C: 2.0831 1.5552 -6.5246
H: 0.4035 1.7051 -5.2255
H: 1.2443 0.1508 -3.6150
H: 3.3918 -0.9246 -3.8556
H: 4.7495 -0.4901 -5.9901
H: 3.7299 1.0787 -7.6888
H: 1.5826 2.0497 -7.3439

***

ORCA calculation (the ωB97M-V functional and the def2-TZVPD basis) on a single C6H8 molecule in a non-equilibrium geometry.

For the total energy, the calculation gives -233.383210 a.u. The LUMO energy is 1.1 eV.

Element x y z (Å)
C: 0.3731 -1.5685 -1.2516
C: 0.6529 -0.4580 -0.2242
C: 0.2791 0.9234 -0.7010
C: -0.5332 1.5289 0.1821
C: -0.7746 0.5963 1.3037
C: -0.1266 -0.5618 1.0565
H: -0.6844 -1.6019 -1.4671
H: 0.9329 -1.3198 -2.1849
H: 0.6902 -2.5569 -0.9110
H: 1.7316 -0.4502 0.0549
H: 0.6515 1.3088 -1.6404
H: -0.9789 2.5148 0.1165
H: -1.4254 0.8024 2.1641
H: -0.1416 -1.4589 1.6744

***

ORCA calculation (the ωB97M-V functional and the def2-TZVPD basis) on a single C6H12N2 molecule in a non-equilibrium geometry.

For the total energy, the calculation gives -345.267856 a.u. The LUMO energy is 1.0 eV.

Element x y z (Å)
C: 1.8047 1.0732 -0.9507
C: 0.6539 0.3349 -0.3187
C: 0.5633 -0.8872 0.2794
N: 1.4143 -1.7382 0.8445
C: -0.9443 -0.9754 0.2355
N: -1.4586 -1.6941 -0.9133
C: -0.7807 0.7153 -0.1542
C: -1.1627 1.5507 1.0595
H: 1.4843 2.0157 -1.4009
H: 2.6208 1.2401 -0.2414
H: 2.2367 0.4547 -1.7464
H: 2.4063 -1.5377 0.8864
H: 1.1579 -2.7027 1.0237
H: -1.4584 -1.2391 1.1649
H: -1.0005 -1.4173 -1.7791
H: -2.4593 -1.5888 -1.0449
H: -1.2821 1.0851 -1.0581
H: -0.7470 2.5626 0.9852
H: -2.2502 1.6473 1.1402
H: -0.7984 1.1007 1.9886

***

ORCA calculation (the ωB97M-V functional and the def2-TZVPD basis) on a molecular structure, C26H49BBrN3O8PS3 in a non-equilibrium geometry.

For the total energy, the calculation gives -5920.826174 a.u. As for the net charge: +1. The LUMO energy is -2.9 eV.

Element x y z (Å)
C: -0.6451 5.5593 -1.8216
C: 0.8696 5.4462 -1.6869
O: 1.2973 4.4475 -0.7581
C: 1.4269 3.1862 -1.3354
C: 1.7461 2.1217 -0.2569
S: 3.2222 2.7249 0.6821
C: 2.3030 0.9340 -1.0836
O: 1.8776 0.8156 -2.4680
C: 0.7231 0.3112 -2.7742
N: -0.2780 -0.1769 -3.0188
N: 2.2052 -0.4257 -0.4651
C: 3.5033 -0.7852 0.1958
C: 0.8868 -0.6858 0.2483
B: 0.7846 -2.2519 0.6524
O: 1.6693 -2.7628 1.5577
O: -0.2144 -2.9741 0.0611
C: 0.3737 0.3253 1.3043
C: -1.1226 -0.0842 1.4453
C: -1.9506 0.5205 2.5979
C: -3.4360 0.6378 2.2382
S: -4.0529 -0.9250 1.5780
C: -5.7000 -0.4526 1.0738
S: -6.5593 0.6762 1.8990
N: -6.1583 -1.1878 0.0308
C: -5.2275 -1.6815 -1.0068
C: -4.8849 -3.1565 -0.8437
C: -7.4702 -0.8097 -0.5129
C: -7.4436 0.4728 -1.3595
P: 0.9809 0.2717 3.0980
C: 0.6083 -1.3395 3.9328
O: 2.6276 0.1351 2.9701
C: 0.5377 1.8489 0.7619
Br: 0.7791 3.1459 2.2792
C: -0.7713 2.3808 0.1774
O: -1.0993 1.6259 -1.0068
C: -2.2068 2.0864 -1.6700
C: -2.3311 1.5173 -3.0483
O: -2.9697 2.8364 -1.1453
H: -1.1442 5.3255 -0.8791
H: -1.0525 4.9219 -2.6112
H: -0.9080 6.5908 -2.0673
H: 1.3224 5.2437 -2.6677
H: 1.2943 6.3844 -1.3276
H: 0.5323 2.9072 -1.9039
H: 2.2741 3.1854 -2.0438
H: 3.9269 3.1289 -0.3886
H: 3.3630 1.1337 -1.1953
H: 2.1508 -1.0391 -1.2825
H: 4.2454 -0.9131 -0.5952
H: 3.4301 -1.7140 0.7441
H: 3.8259 0.0291 0.8387
H: 0.1594 -0.6116 -0.5686
H: 1.8161 -3.7165 1.5257
H: 0.0174 -3.8269 -0.3226
H: -1.1561 -1.1726 1.5839
H: -1.6311 0.0824 0.4939
H: -1.8654 -0.1067 3.4905
H: -1.6185 1.5308 2.8461
H: -3.6047 1.4372 1.5093
H: -4.0100 0.8918 3.1296
H: -5.7297 -1.5422 -1.9669
H: -4.3258 -1.0650 -1.0217
H: -4.3658 -3.5246 -1.7330
H: -4.2619 -3.3327 0.0349
H: -5.8064 -3.7369 -0.7451
H: -8.1836 -0.7376 0.3063
H: -7.7920 -1.6543 -1.1288
H: -7.4822 0.2382 -2.4269
H: -6.5327 1.0490 -1.1813
H: -8.2997 1.1079 -1.1319
H: 0.0894 -1.0551 4.8510
H: 1.5356 -1.8477 4.1988
H: -0.0446 -2.0271 3.3912
H: 2.9048 -0.7794 2.8257
H: -0.6973 3.4383 -0.0617
H: -1.5688 2.2910 0.9076
H: -2.5975 0.4585 -2.9800
H: -1.3824 1.5717 -3.5859
H: -3.1116 2.0626 -3.5744
C: 8.0576 -3.4560 0.8392
C: 7.5841 -3.9745 -0.5175
C: 6.0769 -4.0296 -0.3149
O: 5.7560 -2.9704 0.5981
C: 6.9624 -2.4603 1.1894
H: 9.0439 -2.9972 0.8110
H: 8.0793 -4.2683 1.5676
H: 7.8380 -3.2624 -1.3051
H: 8.0038 -4.9420 -0.7856
H: 5.7709 -4.9829 0.1268
H: 5.5153 -3.8798 -1.2392
H: 7.1749 -1.4726 0.7668
H: 6.8058 -2.3519 2.2626